1.
57
Properties=species:S:1:pos:R:3 method="wB97M-V/def2-TZVPD" relative_energy_kcal_mol=53.1 orbital_gap_ev=6.4 homo_ha=-0.3964 spin_multiplicity=1 lumo_ev=-4.4 total_energy_ev=-121724.7100 total_charge=+1
Pd 0.5413 0.3970 0.1621
O 1.6181 -1.2082 -0.1678
C 1.2594 -2.2751 0.5457
C 1.2801 -3.5226 -0.0849
C 0.9547 -4.6650 0.6228
C 0.5999 -4.6067 1.9693
C 0.6079 -3.3852 2.6107
C 0.9334 -2.2119 1.9210
C 1.0248 -0.9727 2.6732
N 1.1714 0.1859 2.1602
C 1.2402 1.3940 2.9901
C 0.9453 2.5857 2.0796
N -0.1103 2.1677 1.1712
C -1.1257 2.9024 0.9142
C -2.2634 2.4409 0.1651
C -3.1396 3.3969 -0.3733
C -4.2530 3.0228 -1.0857
C -4.5179 1.6604 -1.2376
C -3.6981 0.7020 -0.6822
C -2.5435 1.0549 0.0379
O -1.7965 0.1247 0.6115
H 1.5656 -3.5626 -1.1281
H 0.9817 -5.6227 0.1178
H 0.3417 -5.5070 2.5085
H 0.3677 -3.3224 3.6657
H 0.9829 -1.0579 3.7610
H 2.2335 1.4909 3.4303
H 0.5075 1.3218 3.7959
H 1.8357 2.8409 1.5011
H 0.6510 3.4571 2.6675
H -1.1607 3.9145 1.3248
H -2.9163 4.4474 -0.2238
H -4.9182 3.7632 -1.5056
H -5.3947 1.3474 -1.7905
H -3.9484 -0.3467 -0.7815
Br 5.2323 4.3198 -2.2952
C 3.8997 3.1521 -1.6522
C 4.2697 1.9670 -1.0373
C 3.2940 1.0997 -0.5561
C 1.9745 1.4694 -0.7069
C 1.5761 2.6350 -1.3360
C 2.5649 3.4873 -1.8146
H 5.3156 1.7132 -0.9328
H 3.5648 0.1643 -0.0904
H 0.5335 2.8804 -1.4840
H 2.2898 4.4045 -2.3172
S -0.0810 0.1445 -2.0619
C -0.7519 -1.4551 -2.0179
N -1.3376 -1.9382 -0.9056
C -1.7861 -3.1996 -0.8650
C -1.6954 -3.9915 -1.9784
C -1.1560 -3.3949 -3.1204
N -0.6733 -2.1637 -3.1425
H -1.5141 -1.1723 -0.0676
H -2.2269 -3.5205 0.0696
H -2.0456 -5.0118 -1.9784
H -1.1045 -3.9415 -4.0555



2.
26
Properties=species:S:1:pos:R:3 method="wB97M-V/def2-TZVPD" relative_energy_kcal_mol=138.8 orbital_gap_ev=7.9 homo_ha=-0.2911 spin_multiplicity=1 lumo_ev=0.0 total_energy_ev=-27653.4850 total_charge=0
C 1.5322 -0.7245 0.7304
C 0.5504 -0.7136 -0.3401
C -0.5663 0.1414 -0.5287
C -0.8760 1.0733 0.4306
C -0.7164 0.8978 1.8503
C -1.3120 1.7332 2.6725
C -1.7530 2.8443 2.2032
Cl -2.2332 4.3143 2.9906
C -1.6760 3.3252 0.6506
C -1.2706 2.2743 -0.2024
C 0.7928 -1.9957 -1.4193
C 2.0159 -2.7160 -1.4438
N -0.0454 -2.0901 -2.1427
O 0.1007 -3.1155 -3.2222
H 2.4884 -0.8445 0.2557
H 1.5128 0.3997 1.0066
H 1.4962 -1.4788 1.3824
H -0.9778 -0.0534 -1.4746
H -0.7350 -0.1174 2.1399
H -1.1937 1.7065 3.7860
H -2.2000 4.2010 0.1581
H -1.3149 2.4346 -1.1326
H 2.3490 -3.0852 -0.5307
H 2.8315 -2.1316 -1.7139
H 1.9731 -3.4093 -2.2744
H -0.7727 -2.8700 -3.8313



3.
12
Properties=species:S:1:pos:R:3 method="wB97M-V/def2-TZVPD" relative_energy_kcal_mol=0.0 orbital_gap_ev=7.3 homo_ha=-0.3221 spin_multiplicity=1 lumo_ev=-1.4 total_energy_ev=-55105.6464 total_charge=0
S 5.1580 1.1736 -0.5524
C 4.1194 2.1680 -0.0791
C 3.1121 2.9428 0.1614
Cl 3.1914 4.7045 0.0864
C 1.8196 2.3588 0.5430
N 1.4412 1.1340 0.7607
C 2.0360 -0.0381 0.5944
C 2.5459 -1.1312 0.4900
Cl 3.0347 -2.6962 0.3916
H 0.9973 3.1049 0.7311
Cl -0.4983 -3.8414 -0.7111
H 0.5783 -3.1566 -0.6958



4.
19
Properties=species:S:1:pos:R:3 method="wB97M-V/def2-TZVPD" relative_energy_kcal_mol=100.3 orbital_gap_ev=6.6 homo_ha=-0.1112 spin_multiplicity=1 lumo_ev=3.6 total_energy_ev=-13441.4143 total_charge=-1
C 1.3969 0.6311 0.2828
C 0.3959 -0.4834 0.3697
C -0.8009 -0.1011 1.2763
C -0.0611 -0.5879 -1.1190
C -0.8410 0.2537 -1.7539
O -1.2634 1.4145 -1.5360
N -1.1392 -0.1722 -3.2093
N -1.1133 -1.4827 -3.6225
C -1.6409 -2.3971 -4.2284
O -1.7357 -3.4724 -4.7527
H 0.8957 1.4368 -0.2874
H 2.3417 0.3071 -0.1230
H 1.5216 0.9503 1.3170
H 0.6748 -1.4854 0.6834
H -1.6094 -0.8541 1.2060
H -1.0977 0.8362 0.7880
H -0.7329 0.1333 2.3603
H 0.1003 -1.5785 -1.5663
H -0.5250 0.5162 -3.6801



5.
63
Properties=species:S:1:pos:R:3 method="wB97M-V/def2-TZVPD" relative_energy_kcal_mol=225.5 orbital_gap_ev=7.9 homo_ha=-0.4001 spin_multiplicity=1 lumo_ev=-3.0 total_energy_ev=-77101.8713 total_charge=0
Ba 6.0118 29.1205 13.4495
P 10.2804 26.0184 13.2117
F 11.8367 26.5165 13.4109
F 9.9015 27.1382 12.1191
F 10.5925 24.9341 11.9588
F 8.7015 25.6420 13.1848
F 10.6718 24.7903 14.2797
F 9.9652 27.0850 14.3804
P 1.8178 32.7760 14.8389
F 0.7519 32.0405 13.8276
F 2.6224 31.4082 15.3294
F 2.8963 32.9064 13.6448
F 2.7081 33.6894 15.8375
F 1.0784 34.0760 14.3167
F 0.6453 32.5671 15.9784
C 5.7566 26.4824 8.9966
O 4.8875 26.4832 10.1587
C 4.1870 25.2458 10.3630
C 2.8279 25.5436 10.9797
O 3.0032 26.2231 12.2916
C 1.7400 26.4370 13.0036
H 5.2937 26.0919 8.0904
H 6.6637 25.9232 9.2258
H 6.1394 27.4790 8.7771
H 4.8019 24.5499 10.9337
H 4.0696 24.8444 9.3564
H 2.3639 24.5636 11.0910
H 2.2008 26.1443 10.3210
H 1.8253 26.8729 13.9990
H 1.1564 25.5261 13.1366
H 1.1344 27.2090 12.5288
C 7.7163 31.8594 16.9066
O 7.2467 30.4871 16.9600
C 6.9780 30.0633 18.2977
C 6.9769 28.5315 18.3434
O 6.0324 27.9999 17.4260
C 5.7981 26.6193 17.5726
H 8.3350 32.2864 17.6959
H 6.8842 32.5508 16.7731
H 8.4166 31.9296 16.0743
H 5.9673 30.4354 18.4648
H 7.6442 30.6376 18.9415
H 6.6076 28.2073 19.3164
H 7.9612 28.0635 18.3595
H 5.1801 26.2636 16.7483
H 5.2915 26.4628 18.5250
H 6.7057 26.0176 17.5246
C 9.5914 32.0452 10.3178
O 8.1919 31.8824 10.4746
C 7.3711 33.0694 10.2566
C 6.1963 32.6494 9.3697
O 5.5442 31.4453 9.8681
C 4.4396 31.2541 9.0277
H 10.2725 31.2722 10.6736
H 9.8404 32.8958 10.9524
H 9.8867 32.3817 9.3240
H 7.9296 33.9195 9.8646
H 6.8943 33.3210 11.2040
H 6.5215 32.4237 8.3541
H 5.4707 33.4527 9.2418
H 3.6287 31.9442 9.2604
H 3.9446 30.3020 9.2190
H 4.6370 31.2449 7.9557